--- a ---
{
  "formula": "C25H29N3O4",
  "method": "the ωB97M-V functional and the def2-TZVPD basis",
  "homo_ev": -8.4,
  "orbital_gap_ev": 8.95,
  "species": ["C", "C", "H", "H", "O", "C", "C", "C", "C", "H", "C", "O", "H", "H", "H", "H", "H", "H", "H", "C", "C", "C", "C", "O", "N", "H", "C", "C", "N", "C", "C", "C", "C", "C", "C", "N", "H", "H", "H", "H", "H", "H", "H", "O", "H", "C", "C", "C", "C", "C", "C", "H", "H", "H", "H", "H", "H", "H", "H", "H", "H"],
  "positions_angstrom": [[-0.85643, -3.91756, -0.46554], [0.57303, -3.88285, 0.06269], [0.56630, -3.86983, 1.16278], [1.11962, -4.76578, -0.27765], [1.34922, -2.79540, -0.41533], [1.04470, -1.54616, 0.09442], [2.26018, -0.61772, -0.07822], [3.49716, -1.23427, 0.58482], [4.80669, -0.80735, -0.07895], [4.77756, -1.08299, -1.13397], [6.02464, -1.48112, 0.55954], [6.31414, -1.00411, 1.85150], [5.55010, -1.16159, 2.41626], [6.91749, -1.26231, -0.03035], [5.87876, -2.57168, 0.57733], [4.93372, 0.27303, -0.01086], [3.50257, -0.96092, 1.64380], [3.41574, -2.32157, 0.51526], [2.43450, -0.53466, -1.15492], [1.90069, 0.76795, 0.49067], [0.54673, 1.16801, -0.01300], [-0.30960, 0.29302, -0.53897], [-1.61826, 0.72743, -1.10265], [-1.99334, 1.88944, -1.05746], [-2.32867, -0.26420, -1.66988], [-1.96861, -1.20285, -1.59806], [-3.63390, -0.04530, -2.26491], [-4.68295, 0.17646, -1.22431], [-5.66212, -0.63466, -0.94668], [-6.36036, -0.02909, 0.06913], [-7.49932, -0.44096, 0.75193], [-7.98373, 0.38470, 1.74414], [-7.36253, 1.59470, 2.06291], [-6.23193, 2.02463, 1.39868], [-5.73868, 1.20129, 0.39918], [-4.67364, 1.30294, -0.45380], [-3.95133, 2.01050, -0.49650], [-5.75128, 2.95992, 1.64330], [-7.78005, 2.20727, 2.84840], [-8.86734, 0.09380, 2.29313], [-7.97818, -1.37473, 0.50457], [-3.90284, -0.91221, -2.86609], [-3.57061, 0.84592, -2.90015], [-0.09657, -1.05678, -0.59925], [0.27199, 2.20975, 0.01035], [2.91816, 1.81734, 0.11561], [3.75186, 2.37759, 1.07408], [4.68909, 3.33261, 0.71998], [4.79760, 3.74261, -0.59727], [3.96095, 3.19819, -1.55744], [3.02600, 2.24318, -1.20293], [2.36852, 1.82593, -1.95193], [4.03610, 3.52044, -2.58549], [5.52897, 4.48689, -0.87463], [5.33534, 3.75532, 1.47472], [3.67318, 2.06252, 2.10509], [1.86484, 0.69931, 1.58679], [0.78039, -1.61868, 1.17040], [-1.43838, -3.09289, -0.06213], [-1.32643, -4.85245, -0.17183], [-0.84947, -3.85001, -1.55030]]
}

***

--- b ---
{
  "formula": "C25H29N3O4",
  "method": "the ωB97M-V functional and the def2-TZVPD basis",
  "homo_ev": -7.4,
  "orbital_gap_ev": 8.17,
  "species": ["C", "O", "C", "C", "C", "C", "C", "C", "H", "H", "N", "C", "H", "C", "N", "C", "C", "H", "H", "H", "H", "C", "C", "C", "C", "C", "O", "H", "H", "H", "H", "C", "N", "C", "O", "O", "C", "C", "C", "C", "C", "C", "C", "H", "H", "H", "H", "H", "H", "H", "H", "H", "H", "H", "H", "H", "H", "H", "H", "H", "H"],
  "positions_angstrom": [[1.89148, 9.17302, -3.86888], [0.78370, 8.68808, -3.15476], [0.84695, 7.41884, -2.64520], [1.93018, 6.55757, -2.76766], [1.87965, 5.29281, -2.21219], [0.76330, 4.84420, -1.50615], [-0.31859, 5.72095, -1.38962], [-0.27793, 6.97884, -1.95261], [-1.11670, 7.65050, -1.85743], [-1.20265, 5.43046, -0.84476], [0.74176, 3.53929, -1.00823], [1.83769, 3.11257, -0.16326], [2.77467, 3.53428, -0.52396], [1.92383, 1.58877, -0.15814], [0.67528, 1.05488, 0.35354], [-0.40356, 1.45799, -0.53091], [-0.50691, 2.98375, -0.53781], [-1.30729, 3.27501, -1.21932], [-0.75048, 3.32865, 0.48054], [-1.34201, 1.03789, -0.17156], [-0.23470, 1.11416, -1.56342], [0.74454, -0.36760, 0.65412], [0.88617, -1.28623, -0.52542], [1.88429, -2.15816, -0.85421], [1.45885, -2.82190, -2.03010], [0.23677, -2.30408, -2.32419], [-0.11433, -1.37526, -1.42439], [-0.45659, -2.50555, -3.11606], [1.98910, -3.57829, -2.57146], [2.80344, -2.30967, -0.32483], [1.64212, -0.50161, 1.27321], [-0.47182, -0.81031, 1.49893], [-0.23311, -2.09114, 2.11593], [-0.56611, -3.24610, 1.48520], [-1.33516, -3.34028, 0.56316], [0.06988, -4.28480, 2.07236], [-0.27964, -5.59300, 1.60545], [-1.39300, -6.17898, 2.43327], [-2.71041, -5.81662, 2.17920], [-3.73487, -6.32106, 2.96029], [-3.45327, -7.19251, 3.99898], [-2.14254, -7.55516, 4.25771], [-1.11613, -7.04737, 3.48048], [-0.09304, -7.32824, 3.68569], [-1.91855, -8.23364, 5.06796], [-4.25389, -7.58794, 4.60680], [-4.75617, -6.03503, 2.75617], [-2.92455, -5.13441, 1.37004], [0.63356, -6.18539, 1.69613], [-0.57906, -5.51758, 0.55446], [0.50944, -2.15634, 2.79551], [-1.35052, -0.93155, 0.86388], [-0.66786, -0.06309, 2.27038], [2.74066, 1.27480, 0.49604], [2.13487, 1.23093, -1.18019], [1.67739, 3.45301, 0.87387], [2.72623, 4.63663, -2.34724], [2.81959, 6.85276, -3.30241], [1.62525, 10.18296, -4.17773], [2.78979, 9.21279, -3.24304], [2.09634, 8.56658, -4.75783]]
}

***

--- c ---
{
  "formula": "C25H29N3O4",
  "method": "the ωB97M-V functional and the def2-TZVPD basis",
  "homo_ev": -6.9,
  "orbital_gap_ev": 7.41,
  "species": ["C", "O", "C", "C", "C", "C", "C", "C", "H", "H", "N", "C", "H", "C", "N", "C", "C", "H", "H", "H", "H", "C", "C", "C", "C", "C", "O", "H", "H", "H", "H", "C", "N", "C", "O", "O", "C", "C", "C", "C", "C", "C", "C", "H", "H", "H", "H", "H", "H", "H", "H", "H", "H", "H", "H", "H", "H", "H", "H", "H", "H"],
  "positions_angstrom": [[3.48917, 6.10789, -5.20031], [3.81725, 4.69834, -5.34318], [3.33494, 3.65696, -4.52399], [2.36120, 4.03070, -3.61244], [1.74574, 3.04981, -2.94857], [2.41811, 1.81226, -3.01912], [3.41968, 1.69153, -3.96481], [3.79761, 2.44571, -4.90462], [4.56727, 2.29078, -5.67524], [3.71364, 0.49858, -4.16638], [2.09810, 0.55838, -2.26511], [2.29762, -0.77955, -2.69567], [1.88261, -0.80095, -3.69355], [1.35108, -1.67328, -1.72968], [1.49491, -1.57355, -0.44776], [2.05020, -0.06783, 0.08505], [1.34084, 1.03002, -0.83929], [0.36818, 1.00569, -0.84399], [1.78044, 1.71240, -0.51165], [3.17296, -0.11384, 0.10773], [1.60557, 0.00705, 0.95958], [0.72813, -2.08345, 0.49474], [-0.61082, -1.36730, 0.66263], [-1.77924, -1.32141, 0.08804], [-2.72297, -0.57878, 0.35140], [-1.95555, 0.24998, 1.46438], [-0.84459, -0.13685, 1.47781], [-2.01878, 1.00557, 2.05263], [-3.65249, 0.02137, 0.28852], [-2.24415, -2.07873, -0.64644], [0.27547, -3.17537, -0.08606], [1.02458, -2.57045, 1.72793], [0.15340, -3.35786, 2.62437], [-0.74768, -2.65668, 3.49079], [-0.48846, -1.62482, 4.03711], [-1.55805, -3.73341, 3.88536], [-2.71542, -3.17641, 4.68186], [-3.38405, -1.93390, 4.36102], [-3.46661, -0.74495, 4.59802], [-4.15175, 0.21039, 3.99911], [-5.21457, -0.07360, 3.15201], [-4.96487, -1.35603, 2.61876], [-4.33900, -2.32506, 3.08445], [-4.43425, -3.30116, 2.77022], [-5.80556, -1.81073, 1.61545], [-5.98598, 0.52836, 2.62414], [-4.43000, 1.29248, 4.43449], [-2.99075, -0.36784, 5.50191], [-2.07162, -2.77346, 5.57285], [-3.03876, -3.91714, 5.06506], [-0.21804, -4.24449, 2.15205], [1.29113, -1.72666, 2.42363], [1.89642, -3.29611, 1.75694], [1.39260, -2.57729, -1.96924], [0.19531, -1.28246, -1.84809], [3.41333, -0.96476, -2.12183], [1.13347, 3.24191, -2.18296], [2.10779, 5.09448, -3.47588], [4.08325, 6.59421, -6.00076], [2.45815, 6.27004, -5.17580], [3.57387, 6.46124, -4.31762]]
}

***

Computed energies relative to the best structure, in kcal/mol: a 0.0; b 31.8; c 592.6